60
Properties=species:S:1:pos:R:3 method="wB97M-V/def2-TZVPD" lumo_energy_ev=-4.58 homo_lumo_gap_ha=0.24971 charge=+1 total_energy_ha=-2850.85472 relative_energy_kj_mol=3.21
V 1.009 0.228 -1.121
C 3.422 -2.733 0.380
O 3.708 -2.223 1.682
C 3.087 -1.143 2.190
C 3.366 -0.880 3.532
C 2.805 0.191 4.203
C 1.929 1.035 3.543
C 1.638 0.801 2.206
C 0.679 1.635 1.535
N 0.284 1.502 0.310
N -0.714 2.378 -0.087
C -0.912 2.228 -1.348
O -0.170 1.331 -1.997
C -1.902 2.995 -2.104
C -2.062 2.769 -3.469
C -3.001 3.495 -4.181
C -3.781 4.445 -3.535
C -3.623 4.671 -2.172
C -2.687 3.949 -1.456
C 2.224 -0.272 1.522
O 1.916 -0.431 0.219
H 3.986 -3.657 0.309
H 3.755 -2.047 -0.398
H 2.360 -2.945 0.262
H 4.046 -1.557 4.033
H 3.048 0.358 5.243
H 1.461 1.866 4.056
H 0.211 2.433 2.102
H -1.453 2.025 -3.965
H -3.127 3.320 -5.242
H -4.514 5.011 -4.095
H -4.232 5.411 -1.671
H -2.553 4.114 -0.395
S -0.569 -3.432 1.415
C -1.119 -2.260 2.571
C -1.337 -2.405 3.939
C -1.797 -1.306 4.638
C -2.056 -0.092 3.988
C -1.841 0.051 2.634
C -1.343 -1.040 1.917
N -1.078 -1.052 0.558
C -0.712 -2.228 0.171
C -0.369 -2.464 -1.239
C -0.752 -3.591 -1.955
C -0.556 -3.631 -3.331
C 0.027 -2.565 -4.001
C 0.473 -1.460 -3.285
C 0.268 -1.419 -1.909
H -1.157 -3.348 4.439
H -1.975 -1.390 5.702
H -2.448 0.740 4.560
H -2.078 0.970 2.111
H -1.250 -4.408 -1.448
H -0.895 -4.494 -3.890
H 0.141 -2.594 -5.077
H 0.925 -0.628 -3.813
C 2.614 0.872 -2.083
H 2.317 1.431 -2.967
H 3.160 -0.040 -2.340
H 3.207 1.481 -1.402